Entry 1:
{
  "formula": "C28H28N15O3Ti",
  "method": "ωB97M-V/def2-TZVPD",
  "total_charge": -1,
  "e_above_lowest_kcal_mol": 27.8,
  "gap_ev": [3.7151, 3.7130],
  "elements": ["Ti", "C", "C", "N", "N", "C", "O", "C", "C", "C", "C", "C", "C", "C", "C", "C", "C", "C", "N", "H", "H", "H", "H", "H", "H", "H", "H", "H", "H", "H", "H", "N", "C", "N", "N", "N", "N", "C", "N", "N", "N", "N", "H", "N", "C", "C", "N", "C", "C", "H", "H", "H", "H", "H", "H", "H", "H", "H", "H", "H", "O", "C", "N", "C", "O", "C", "C", "C", "C", "C", "C", "H", "H", "H", "H"],
  "xyz": [[-0.69, 1.33, -0.17], [2.52, 1.63, 2.74], [1.31, 1.93, 1.93], [1.16, 1.47, 0.63], [2.24, 0.98, -0.01], [1.86, 0.70, -1.22], [0.62, 0.87, -1.59], [2.81, 0.15, -2.21], [2.50, 0.17, -3.57], [3.35, -0.41, -4.49], [4.53, -1.01, -4.08], [4.86, -1.02, -2.73], [4.01, -0.44, -1.80], [0.23, 2.68, 2.31], [-0.01, 3.19, 3.63], [-1.06, 4.01, 3.85], [-1.94, 4.34, 2.78], [-1.73, 3.75, 1.57], [-0.71, 2.91, 1.29], [3.35, 1.38, 2.08], [2.38, 0.79, 3.42], [2.81, 2.50, 3.34], [1.57, 0.64, -3.88], [3.10, -0.38, -5.55], [5.20, -1.46, -4.80], [5.78, -1.47, -2.39], [4.24, -0.45, -0.74], [0.66, 2.91, 4.43], [-1.25, 4.40, 4.84], [-2.78, 5.01, 2.91], [-2.41, 3.92, 0.74], [-3.26, 1.59, -2.55], [-2.99, 0.33, -2.09], [-3.76, -0.72, -2.37], [-3.15, -1.74, -1.74], [-2.10, -1.33, -1.12], [-1.95, 0.00, -1.34], [-2.49, 2.71, -2.31], [-2.71, 3.86, -2.91], [-1.70, 4.65, -2.45], [-0.95, 4.02, -1.64], [-1.43, 2.74, -1.51], [-4.11, 1.72, -3.07], [1.68, -4.01, -2.60], [1.47, -2.60, -3.13], [0.38, -1.99, -2.28], [0.84, -1.98, -0.91], [0.95, -3.31, -0.37], [2.06, -4.01, -1.14], [2.36, -4.51, -3.16], [0.78, -4.50, -2.69], [1.21, -2.69, -4.18], [2.41, -2.07, -3.01], [-0.56, -2.56, -2.40], [0.18, -0.97, -2.60], [0.25, -1.38, -0.35], [0.01, -3.89, -0.46], [1.21, -3.26, 0.69], [2.20, -5.05, -0.84], [2.99, -3.45, -1.06], [-2.73, 1.27, 0.87], [-2.24, 0.43, 1.62], [-1.01, -0.08, 1.36], [-0.67, -0.99, 2.32], [0.33, -1.69, 2.37], [-1.80, -1.03, 3.33], [-1.96, -1.75, 4.49], [-3.14, -1.57, 5.20], [-4.13, -0.69, 4.75], [-3.96, 0.04, 3.58], [-2.78, -0.16, 2.89], [-1.18, -2.43, 4.83], [-3.30, -2.11, 6.12], [-5.03, -0.56, 5.33], [-4.71, 0.74, 3.22]]
}

***

Entry 2:
{
  "formula": "C28H28N3O3STi",
  "method": "ωB97M-V/def2-TZVPD",
  "total_charge": -1,
  "e_above_lowest_kcal_mol": 0.0,
  "gap_ev": [5.9810, 5.9817],
  "elements": ["Ti", "C", "C", "C", "C", "C", "C", "C", "H", "H", "H", "H", "H", "H", "H", "H", "C", "C", "C", "C", "C", "C", "N", "N", "C", "C", "C", "C", "C", "N", "H", "H", "H", "H", "H", "H", "H", "H", "H", "C", "O", "C", "C", "H", "H", "H", "H", "H", "H", "O", "C", "O", "C", "C", "C", "C", "S", "C", "C", "H", "H", "H", "H", "H"],
  "xyz": [[0.45, -0.16, -0.64], [2.00, -2.80, 3.09], [1.05, -2.03, 2.24], [0.85, -0.70, 2.29], [-0.23, -0.10, 1.50], [-1.42, -0.96, 1.42], [-1.23, -2.29, 1.34], [0.21, -2.72, 1.18], [1.47, -3.49, 3.77], [2.61, -2.13, 3.71], [2.68, -3.42, 2.49], [1.46, -0.07, 2.94], [-0.43, 0.95, 1.71], [-2.41, -0.53, 1.41], [-2.04, -3.00, 1.31], [0.31, -3.81, 1.25], [5.56, 1.81, 0.22], [4.87, 0.63, 0.48], [3.51, 0.55, 0.26], [2.79, 1.65, -0.23], [3.49, 2.84, -0.48], [4.85, 2.91, -0.25], [1.44, 1.50, -0.46], [0.76, 2.65, -0.86], [-0.50, 2.44, -1.12], [-1.33, 3.55, -1.53], [-2.64, 3.36, -1.80], [-3.22, 2.06, -1.67], [-2.40, 1.04, -1.29], [-1.09, 1.19, -1.03], [6.63, 1.88, 0.40], [5.40, -0.24, 0.86], [2.98, -0.37, 0.50], [2.94, 3.69, -0.86], [5.38, 3.84, -0.45], [-0.85, 4.51, -1.62], [-3.26, 4.19, -2.11], [-4.26, 1.88, -1.88], [-2.78, 0.02, -1.19], [-0.87, -3.26, -1.73], [-0.22, -2.12, -1.21], [0.76, -2.20, -0.17], [2.03, -2.91, -0.60], [-0.17, -3.86, -2.33], [-1.68, -2.92, -2.37], [-1.27, -3.87, -0.91], [1.83, -3.95, -0.90], [2.71, -2.95, 0.25], [2.54, -2.39, -1.41], [0.60, -5.76, -6.57], [-0.37, -4.89, -6.17], [-1.51, -5.12, -6.45], [0.08, -3.70, -5.40], [1.34, -3.61, -4.79], [1.70, -2.48, -4.08], [0.83, -1.39, -3.95], [1.27, 0.05, -3.06], [-0.42, -1.49, -4.58], [-0.79, -2.62, -5.28], [1.46, -5.39, -6.37], [2.05, -4.43, -4.83], [2.68, -2.42, -3.63], [-1.11, -0.65, -4.49], [-1.76, -2.69, -5.75]]
}

***

Entry 3:
{
  "formula": "C28H28N3RuS2",
  "method": "ωB97M-V/def2-TZVPD",
  "multiplicity": 6,
  "e_above_lowest_kcal_mol": 0.0,
  "gap_ev": [6.7306, 6.6413],
  "elements": ["Ru", "C", "N", "C", "C", "N", "C", "C", "C", "C", "C", "C", "C", "S", "C", "C", "C", "C", "C", "C", "S", "H", "H", "H", "H", "H", "H", "H", "H", "H", "H", "H", "H", "H", "H", "H", "H", "H", "H", "N", "C", "C", "C", "C", "C", "C", "C", "C", "C", "C", "C", "C", "H", "H", "H", "H", "H", "H", "H", "H", "H", "H"],
  "xyz": [[-0.26, 0.23, -0.44], [2.15, 0.84, 2.08], [2.16, 0.52, 0.64], [2.97, -0.72, 0.45], [2.35, -1.91, -0.28], [0.94, -2.10, 0.04], [0.76, -2.59, 1.41], [0.24, -2.98, -0.87], [0.89, -3.99, -1.56], [0.17, -4.83, -2.41], [-1.20, -4.66, -2.55], [-1.84, -3.64, -1.86], [-1.14, -2.79, -1.01], [-2.00, -1.48, -0.18], [2.63, 1.63, -0.17], [3.43, 2.63, 0.37], [3.86, 3.69, -0.40], [3.50, 3.76, -1.74], [2.72, 2.76, -2.29], [2.27, 1.67, -1.52], [1.30, 0.41, -2.30], [3.14, 0.77, 2.52], [1.49, 0.15, 2.61], [1.81, 1.86, 2.24], [3.30, -1.04, 1.44], [3.88, -0.45, -0.10], [2.94, -2.79, 0.01], [2.44, -1.78, -1.35], [1.25, -3.56, 1.54], [-0.30, -2.68, 1.64], [1.21, -1.88, 2.12], [1.95, -4.13, -1.45], [0.69, -5.61, -2.96], [-1.76, -5.30, -3.21], [-2.91, -3.49, -1.98], [3.73, 2.59, 1.41], [4.48, 4.46, 0.04], [3.83, 4.58, -2.36], [2.42, 2.80, -3.33], [-0.70, 1.81, 1.35], [-2.05, 1.83, 1.81], [-2.30, 1.56, 3.14], [-3.60, 1.54, 3.62], [-4.65, 1.81, 2.76], [-4.39, 2.08, 1.42], [-3.09, 2.09, 0.91], [-2.84, 2.33, -0.54], [-3.66, 3.24, -1.21], [-3.62, 3.36, -2.58], [-2.76, 2.54, -3.31], [-1.92, 1.66, -2.63], [-1.91, 1.55, -1.23], [-0.06, 1.80, 2.13], [-0.47, 2.60, 0.75], [-1.47, 1.36, 3.81], [-3.79, 1.32, 4.67], [-5.67, 1.79, 3.11], [-5.21, 2.24, 0.74], [-4.35, 3.86, -0.64], [-4.25, 4.08, -3.09], [-2.73, 2.59, -4.39], [-1.25, 1.05, -3.22]]
}

***

Entry 4:
{
  "formula": "C28H28N4PPtS3Te",
  "method": "ωB97M-V/def2-TZVPD",
  "multiplicity": 3,
  "total_charge": 1,
  "gap_ev": [6.1907, 7.1432],
  "elements": ["Pt", "C", "C", "N", "N", "C", "N", "S", "C", "C", "C", "C", "C", "N", "H", "H", "H", "H", "H", "H", "H", "H", "H", "H", "C", "Te", "C", "C", "C", "C", "C", "C", "C", "H", "H", "H", "H", "H", "H", "H", "H", "S", "P", "S", "C", "C", "C", "C", "C", "C", "C", "C", "C", "C", "C", "C", "H", "H", "H", "H", "H", "H", "H", "H", "H", "H"],
  "xyz": [[0.47, -0.11, -0.42], [4.24, -0.28, 2.22], [2.90, -0.49, 1.57], [2.74, -0.47, 0.30], [3.82, -0.19, -0.47], [3.87, -0.42, -1.82], [4.96, 0.11, -2.40], [2.75, -1.29, -2.69], [1.68, -0.71, 2.38], [1.72, -1.10, 3.71], [0.53, -1.25, 4.41], [-0.67, -1.02, 3.77], [-0.64, -0.66, 2.44], [0.50, -0.51, 1.76], [4.99, -0.91, 1.74], [4.22, -0.51, 3.27], [4.55, 0.77, 2.12], [4.60, 0.28, -0.04], [5.60, 0.72, -1.93], [5.04, 0.01, -3.40], [2.66, -1.29, 4.20], [0.56, -1.55, 5.45], [-1.61, -1.11, 4.29], [-1.55, -0.46, 1.87], [-1.64, -3.74, -0.32], [0.26, -2.81, -0.76], [-0.53, -3.01, -2.74], [-1.22, -4.35, -2.68], [-1.28, -5.21, -3.77], [-1.90, -6.45, -3.63], [-2.44, -6.82, -2.41], [-2.37, -5.97, -1.32], [-1.77, -4.72, -1.45], [-2.40, -2.95, -0.37], [-1.67, -4.20, 0.66], [0.25, -2.95, -3.49], [-1.23, -2.18, -2.87], [-0.85, -4.92, -4.71], [-1.95, -7.12, -4.47], [-2.91, -7.79, -2.30], [-2.79, -6.27, -0.36], [0.83, 1.98, -1.72], [-0.87, 2.32, -0.68], [-1.97, 0.64, -0.67], [-1.79, 3.74, -1.31], [-2.90, 3.55, -2.12], [-3.57, 4.66, -2.63], [-3.13, 5.94, -2.32], [-2.02, 6.12, -1.51], [-1.35, 5.02, -1.00], [-0.44, 2.75, 1.05], [0.87, 2.99, 1.44], [1.16, 3.25, 2.78], [0.14, 3.28, 3.72], [-1.18, 3.08, 3.32], [-1.47, 2.81, 1.99], [-3.24, 2.55, -2.36], [-4.44, 4.52, -3.26], [-3.66, 6.80, -2.72], [-1.68, 7.12, -1.27], [-0.48, 5.16, -0.36], [1.66, 2.96, 0.70], [2.18, 3.44, 3.08], [0.36, 3.49, 4.76], [-1.98, 3.12, 4.05], [-2.49, 2.64, 1.68]]
}